Computed, not measured: a 2-piece molecular cluster, C4H13N4O overall in a non-equilibrium geometry, with the ωB97M-V functional and the def2-TZVPD basis.

Structure (ORCA input):
```
! wB97M-V def2-TZVPD RIJCOSX def2/J DEFGRID3
* xyz 1 1
C -0.59994 -1.07285 3.68414
C 0.41331 -0.23694 1.58707
N 1.33601 -0.09991 0.68744
N 0.45969 -1.09539 2.60758
N -0.70930 0.62041 1.56417
H 2.14523 -0.70158 0.63840
H 1.15741 0.57637 -0.10290
H 1.39804 -1.32266 2.92372
H -1.56960 0.12390 1.71679
H -0.74792 1.36245 0.86394
H -0.43166 -1.85575 4.46385
H -1.55811 -1.36670 3.31400
H -0.37574 -0.09297 4.06671
C -0.04920 -0.57398 -3.18289
C -0.00791 0.85387 -2.63737
O 0.33416 1.15364 -1.50371
N -0.23885 1.85531 -3.54824
H -0.01025 2.73835 -3.10541
H -0.94603 1.83709 -4.26930
H 1.01319 -0.85919 -3.10398
H -0.42894 -0.65348 -4.18411
H -0.58359 -1.18997 -2.47989
*
```

Highest occupied orbital energy ... -13.7 eV
Lowest unoccupied orbital energy ... -2.592 eV
Relative energy (zero: lowest compared OMol25 entry of this formula, charge and spin) ... 23.7 kcal per mole